Entry 1:
DFT (ωB97M-V/def2-TZVPD) results for C25H41Br2N3O3 as an isolated structure.

Its LUMO energy is -0.02866 Ha. The orbital gap comes out at 2.34 eV. The total energy comes out at -177280.4378 eV.

Positions of all 74 atoms, in Å:
C 3.25 0.61 -1.65
C 1.80 0.82 -2.28
Br 1.17 -0.95 -2.84
C 0.86 1.53 -1.17
Br -0.43 0.23 -0.42
C 0.19 2.74 -1.89
C -0.72 2.16 -3.07
C -2.13 2.97 -3.01
C -3.35 2.12 -2.51
C -3.86 1.10 -3.44
C -5.03 0.38 -2.89
C -5.47 0.79 -1.56
N -4.96 1.71 -0.72
C -3.88 2.39 -1.19
C -1.64 4.18 -2.15
C -2.60 5.38 -1.81
N -0.74 3.62 -1.08
C -0.15 4.59 -0.12
C 0.57 3.91 1.13
C -0.29 2.82 1.83
O 0.24 1.95 2.46
O -1.69 2.82 1.80
H 3.85 1.56 -1.65
H 3.07 0.23 -0.61
H 3.82 -0.14 -2.25
H 1.95 1.49 -3.17
H 1.56 1.80 -0.34
H 1.02 3.37 -2.32
H -0.20 2.42 -4.03
H -0.86 1.06 -3.11
H -2.28 3.31 -4.07
H -3.42 0.88 -4.43
H -5.52 -0.42 -3.48
H -6.38 0.25 -1.19
H -3.42 3.15 -0.52
H -0.91 4.68 -2.85
H -2.90 5.83 -2.79
H -2.04 6.19 -1.28
H -3.55 5.10 -1.29
H -1.34 2.89 -0.66
H -0.89 5.29 0.31
H 0.61 5.20 -0.67
H 1.61 3.58 0.91
H 0.68 4.75 1.88
H -1.99 1.97 1.44
C 1.54 -1.79 3.29
C 2.36 -2.93 2.66
C 2.38 -4.14 3.61
C 1.05 -4.90 3.72
C 0.19 -4.79 2.46
C 0.97 -4.47 1.17
N 1.70 -3.22 1.38
O 2.42 -2.82 0.26
C -0.09 -4.24 0.08
C 1.83 -5.68 0.76
C 3.82 -2.45 2.57
H 1.54 -0.90 2.65
H 1.94 -1.49 4.27
H 0.49 -2.08 3.44
H 3.15 -4.85 3.28
H 2.69 -3.83 4.61
H 1.27 -5.95 3.94
H 0.48 -4.52 4.58
H -0.38 -5.72 2.34
H -0.56 -4.02 2.63
H -0.70 -3.36 0.30
H -0.77 -5.10 0.01
H 0.37 -4.10 -0.90
H 1.20 -6.56 0.62
H 2.58 -5.93 1.51
H 2.35 -5.50 -0.18
H 4.20 -2.20 3.57
H 3.91 -1.54 1.97
H 4.47 -3.21 2.14

Atom charges from the Mulliken analysis, given in e for atoms 1 to 2: C -1.236; C 0.272



Entry 2:
DFT (ωB97M-V/def2-TZVPD) results for C25H41Cl3O2P2Y as an isolated structure.

As for the net charge: +1. Its LUMO energy is -0.10594 Ha. The orbital gap comes out at 7.46 eV. The calculation puts the energy above the lowest of the compared OMol25 structures with the same formula, charge and spin at 45.0 kcal/mol. The total energy comes out at -87868.3625 eV.

Positions of all 74 atoms, in Å:
Y -0.23 -0.31 -0.52
C 0.04 1.92 0.93
C -0.69 0.97 1.70
C 1.48 0.21 1.50
C 1.39 1.45 0.81
C 0.20 -0.10 2.04
C -0.45 3.24 0.48
H -1.50 3.19 0.16
H 0.15 3.62 -0.36
H -0.39 3.99 1.29
C 2.54 2.20 0.26
H 2.23 3.19 -0.09
H 3.00 1.66 -0.58
H 3.31 2.34 1.03
C 2.75 -0.48 1.81
H 3.27 0.04 2.64
H 3.42 -0.49 0.95
H 2.57 -1.52 2.12
C -0.10 -1.23 2.96
H 0.12 -0.95 4.00
H 0.52 -2.10 2.71
H -1.15 -1.52 2.90
C -2.07 1.15 2.21
H -2.07 1.60 3.21
H -2.59 0.19 2.28
H -2.65 1.81 1.56
C -3.80 -1.09 -4.73
C -4.45 -0.10 -4.09
C -5.82 -0.20 -3.51
C -6.22 -1.58 -2.93
C -5.14 -2.29 -2.18
C -4.31 -3.22 -2.70
C -4.14 -3.54 -4.15
C -4.42 -2.39 -5.15
H -6.57 0.07 -4.28
H -6.64 -2.22 -3.72
H -5.94 0.56 -2.72
H -5.50 -2.29 -5.33
H -2.79 -0.93 -5.14
H -4.08 0.93 -4.17
H -3.98 -2.68 -6.12
H -3.10 -3.89 -4.33
H -3.86 -3.98 -2.06
H -4.79 -4.39 -4.41
H -7.04 -1.40 -2.22
H -5.18 -2.12 -1.10
P -1.90 0.71 -2.36
C -1.58 1.36 -4.02
C -3.39 1.44 -1.64
P -1.93 -2.36 -0.80
C -2.26 -1.14 -2.32
C -3.33 -2.83 0.27
C -1.35 -3.90 -1.57
H -0.49 1.28 -4.19
H -1.85 2.43 -4.05
H -2.10 0.83 -4.83
H -4.26 0.78 -1.75
H -3.60 2.40 -2.12
H -3.22 1.62 -0.56
H -1.93 -4.18 -2.46
H -1.41 -4.71 -0.82
H -0.30 -3.78 -1.86
H -1.93 -1.64 -3.24
H -3.35 -1.16 -2.33
H -2.89 -3.20 1.21
H -3.95 -3.63 -0.16
H -3.96 -1.97 0.52
Cl 4.46 -2.06 -0.98
C 3.29 -1.78 -2.30
Cl 3.92 -0.60 -3.46
Cl 2.83 -3.31 -3.08
C 1.98 -1.21 -1.66
O 1.52 -0.06 -2.00
O 1.38 -1.94 -0.80

Atom charges from the Mulliken analysis, given in e for atoms 1 to 2: Y -0.268; C 0.766



Entry 3:
DFT (ωB97M-V/def2-TZVPD) results for C25H41F3O2P2Ru as an isolated structure.

As for the net charge: +1. Its LUMO energy (alpha / beta) is -0.09824 / -0.21776 Ha. The orbital gap (alpha / beta) comes out at 4.76 / 2.92 eV. Its spin multiplicity is 6. The total energy comes out at -59982.9438 eV.

Positions of all 74 atoms, in Å:
Ru 1.35 -1.82 -1.13
C 0.92 3.45 -0.34
C 0.64 2.91 -1.62
C -1.36 3.50 -0.64
C -0.32 3.79 0.27
C -0.76 3.00 -1.83
C 2.25 3.61 0.29
H 3.03 3.14 -0.31
H 2.26 3.15 1.29
H 2.52 4.66 0.40
C -0.50 4.29 1.65
H 0.46 4.43 2.15
H -1.09 3.57 2.23
H -1.06 5.24 1.69
C -2.81 3.57 -0.36
H -3.16 4.60 -0.21
H -3.05 3.02 0.56
H -3.40 3.13 -1.16
C -1.51 2.61 -3.04
H -1.87 3.47 -3.61
H -2.40 2.02 -2.76
H -0.89 2.00 -3.71
C 1.66 2.36 -2.57
H 2.06 3.13 -3.26
H 1.21 1.56 -3.18
H 2.51 1.94 -2.01
C 1.99 -2.89 0.41
C 3.10 -2.34 -0.34
C 3.86 -3.20 -1.32
C 2.93 -3.86 -2.36
C 1.58 -3.20 -2.53
C 0.37 -3.44 -1.77
C 0.27 -4.43 -0.65
C 1.50 -4.29 0.30
H 4.53 -3.93 -0.82
H 2.83 -4.94 -2.16
H 4.56 -2.52 -1.83
H 2.31 -4.96 -0.03
H 1.77 -2.41 1.37
H 3.70 -1.58 0.18
H 1.22 -4.66 1.31
H -0.64 -4.26 -0.05
H -0.57 -3.23 -2.28
H 0.27 -5.46 -1.06
H 3.46 -3.73 -3.32
H 1.42 -2.67 -3.49
P -0.33 -0.37 2.63
C 0.11 -0.86 4.28
C 0.92 0.55 1.77
P -1.01 -1.12 -0.48
C -0.96 -1.63 1.57
C -0.79 -0.49 -2.26
C -2.75 -1.74 -0.76
H -0.68 -0.62 5.00
H 1.04 -0.34 4.57
H 0.30 -1.95 4.30
H 1.20 0.09 0.79
H 1.81 0.60 2.42
H 0.51 1.54 1.59
H -2.77 -2.68 -1.34
H -3.35 -0.99 -1.31
H -3.26 -1.89 0.20
H -2.00 -1.85 1.88
H -0.31 -2.51 1.56
H -1.48 0.35 -2.36
H -0.99 -1.26 -3.04
H 0.26 -0.16 -2.39
F -4.88 1.71 3.28
C -3.56 1.76 3.51
F -3.09 2.92 2.94
F -3.32 1.86 4.85
C -2.84 0.52 2.94
O -3.42 -0.52 2.71
O -1.52 0.77 2.82

Atom charges from the Mulliken analysis, given in e for atoms 1 to 2: Ru -0.121; C 0.739



Entry 4:
DFT (ωB97M-V/def2-TZVPD) results for C25H41HoN3P2 as an isolated structure.

As for the net charge: +1. Its LUMO energy (alpha / beta) is -0.10703 / -0.10461 Ha. The orbital gap (alpha / beta) comes out at 5.91 / 5.99 eV. The calculation puts the energy above the lowest of the compared OMol25 structures with the same formula, charge and spin at 0.0 kcal/mol. Its spin multiplicity is 5. The total energy comes out at -75425.6899 eV.

Positions of all 72 atoms, in Å:
Ho 0.20 -0.06 -0.40
C -2.71 0.22 1.37
C -2.25 1.17 0.39
C -3.52 -0.44 -0.68
C -3.43 -0.78 0.69
C -2.81 0.77 -0.88
C -2.65 0.37 2.84
H -1.94 1.14 3.14
H -2.37 -0.59 3.30
H -3.64 0.65 3.25
C -4.13 -1.91 1.35
H -3.61 -2.20 2.27
H -4.18 -2.78 0.69
H -5.16 -1.64 1.62
C -4.35 -1.12 -1.69
H -5.40 -0.78 -1.65
H -4.36 -2.21 -1.53
H -3.97 -0.93 -2.70
C -2.86 1.59 -2.11
H -3.75 2.25 -2.11
H -2.92 0.95 -3.00
H -1.98 2.23 -2.21
C -1.72 2.53 0.67
H -2.52 3.29 0.66
H -0.97 2.86 -0.08
H -1.24 2.59 1.66
C 2.83 -1.22 0.84
C 3.20 -0.27 1.99
C 3.78 1.13 1.71
C 3.36 1.94 0.48
C 1.96 1.57 -0.13
C 2.11 0.87 -1.54
C 3.20 -0.24 -1.67
C 3.68 -1.03 -0.46
H 4.87 1.00 1.67
H 4.16 1.91 -0.27
H 3.60 1.73 2.62
H 4.68 -0.69 -0.13
H 3.20 -2.22 1.15
H 3.87 -0.76 2.72
H 3.86 -2.06 -0.81
H 2.91 -0.95 -2.45
H 2.49 1.71 -2.16
H 4.10 0.26 -2.07
H 3.32 2.99 0.80
H 1.37 2.50 -0.25
P 1.61 -0.60 2.81
C 1.34 -1.97 3.90
C 0.92 0.98 3.16
P 0.68 0.72 -3.02
C 1.33 -1.26 1.12
C 0.49 2.46 -3.55
C 1.36 -0.16 -4.45
H 0.75 -2.76 3.40
H 0.77 -1.62 4.77
H 2.29 -2.39 4.24
H 1.22 1.79 2.47
H 1.34 1.27 4.15
H -0.17 0.96 3.21
H 2.37 -0.54 -4.25
H 1.38 0.50 -5.33
H 0.70 -1.02 -4.66
H 0.89 -2.27 1.07
H 1.49 1.01 0.74
H -0.51 2.58 -3.99
H 1.26 2.72 -4.29
H 0.58 3.15 -2.69
N -0.58 -2.01 -1.08
C -1.20 -3.03 -1.13
N -1.68 -4.19 -1.19
C -2.92 -4.61 -1.16
N -4.01 -5.07 -1.14

Atom charges from the Mulliken analysis, given in e for atoms 1 to 2: Ho -0.295; C 0.548